118
Properties=species:S:1:pos:R:3:mulliken_charge:R:1 method="wB97M-V/def2-TZVPD" max_force_ev_per_a=3.23 e_lumo_ev=-0.8 homo_lumo_gap_ev=9.048 e_tot_ha=-6761.1027 multiplicity=1
H -3.3316 -5.6055 0.5050 0.4657
O -6.3529 -4.7995 3.6831 -0.5684
F 1.5289 2.7685 5.1727 -0.1982
F 1.2695 1.8456 3.2051 -0.1474
H -2.4126 2.0250 -5.7920 0.4638
H -3.4129 -3.2760 4.2424 0.1327
Y 3.0562 -0.4513 1.1553 1.3092
H -5.4719 2.6472 2.7311 0.3167
C 2.1555 -2.6011 -2.4350 0.6882
H -2.6040 6.6869 1.2062 0.3675
C -1.8185 1.4670 -5.0677 -0.5782
H -2.7343 4.0357 -0.3243 -0.0927
C -5.1436 0.9422 -0.0361 -0.9377
O 4.5259 -1.5526 -3.0338 -0.5900
H -2.0356 4.2858 1.2867 0.3439
H -5.3043 -3.5207 2.4479 0.1557
H -1.7293 -5.4783 -0.1535 0.3797
C -1.3104 -0.8778 2.1957 0.4352
F 7.7340 -2.5971 -0.3090 -0.2208
H -2.1834 -5.9199 2.8598 0.3113
N 0.8184 0.0286 0.7302 0.3319
H 2.6402 2.2899 -4.9851 0.2371
C 2.9411 3.3069 -4.7141 -0.7373
F 6.2875 -2.0878 5.0499 -0.2152
H -4.0458 5.6964 1.0140 0.3398
C 2.5285 -4.5882 2.8435 -1.5996
H -6.0191 1.3129 -0.5703 0.3714
C -4.4548 -3.5054 4.4756 -0.8694
H -5.3076 -0.0478 0.3824 0.2844
F 2.2710 -2.9114 -3.7147 -0.2363
H -5.2987 3.7209 -3.4067 0.4059
O -0.0841 -2.2794 0.2949 -0.4806
H -6.9818 -4.0934 3.8576 0.3152
O 4.3254 3.4820 -6.7229 -0.5156
H 5.0821 3.2586 -6.1716 0.3026
H -4.0272 2.6696 -2.8692 0.1795
N 3.9948 -1.7803 -0.4272 -0.0802
H 3.6030 -4.7589 2.8162 0.3417
C -2.2445 4.7574 0.3291 -0.5073
C -1.8177 -6.1707 1.8616 -0.3123
C 5.2295 -1.9656 4.2958 0.7135
O 2.9295 -0.1148 -1.9006 -0.3911
C -0.4848 1.0838 -5.6503 -0.2197
H -4.6755 2.9161 0.5178 -0.1098
N 3.6781 0.2471 3.2142 -0.0928
H 2.1673 3.8144 -4.1471 0.2476
C -3.0965 5.9735 0.5372 -0.6161
H -3.9605 7.3190 -0.5527 0.2768
F 6.6716 -0.6944 -0.4784 -0.1719
H -3.7878 1.7668 1.4965 -0.0832
F 2.2122 -3.6901 -1.7038 -0.1987
H -2.3691 4.5420 -3.0587 0.1632
O 5.6273 -0.5987 2.0317 -0.5524
S 5.2847 -0.3043 3.4152 0.6202
F 1.6204 2.2214 -1.9865 -0.1749
F 0.2640 0.5634 -2.1576 -0.0353
C -5.1161 -4.1820 3.3105 0.0834
F 1.1742 0.6442 4.9885 -0.2383
O 5.0089 -3.9322 -1.4733 -0.5787
C 3.3357 4.1288 -5.9276 -0.5076
S 0.4496 1.5991 0.2827 0.9933
O 6.1970 0.5408 4.0667 -0.5450
H -2.3710 -4.2203 0.9666 0.0064
H -2.0269 -7.2218 1.6425 0.3448
F -0.5060 2.5954 -1.9380 -0.1294
H 3.8752 3.0873 -4.1795 0.3959
H -2.3233 0.5569 -4.7375 0.2810
H -4.5822 -4.1106 5.3728 0.3350
O -3.7709 5.9499 -3.6484 -0.6003
F -2.2061 0.0701 2.2383 -0.0820
O 0.0120 -0.0996 -4.9848 -0.4411
F -1.8441 -2.0779 2.4245 -0.2082
H -4.9185 -2.5473 4.7349 0.3636
H 1.9769 -5.4489 2.4742 0.3206
H 1.8796 -2.1913 3.4469 0.1037
H 2.2981 -4.4077 3.8977 0.4078
O 1.6622 2.2949 0.6384 -0.8284
S 3.5841 1.4335 4.3839 0.8582
H 3.6150 5.1437 -5.6217 0.2871
O -5.7498 2.0148 2.0643 -0.6032
C 2.0939 -3.4486 1.9497 0.5862
C 6.7564 -1.9368 -0.9319 0.6720
O 2.3225 -2.1294 2.5923 0.4701
H -4.3403 0.9534 -0.7754 0.1091
H -3.2139 4.2241 -4.5926 0.2099
H 0.6559 -0.5013 -5.5754 0.2436
H 1.0220 -3.5209 1.7988 0.2245
O 4.1229 2.6695 3.9312 -0.6165
F 7.0247 -1.9426 -2.2285 -0.1965
C -3.3313 4.6054 -3.5795 -0.0804
C 0.4456 1.7488 -1.6017 0.4330
O -0.7597 2.1033 0.8238 -0.3818
S 3.5582 -1.4050 -2.0217 0.5601
S 5.1911 -2.8999 -0.5065 0.8024
H 2.6153 -3.4864 0.9986 -0.2305
O -0.3551 -6.0936 1.8805 -0.4429
O -1.4827 -0.3961 -0.3470 -0.3684
S -0.4914 -0.9285 0.5290 -0.0796
C 1.7654 1.7121 4.4231 0.6396
O 3.9510 0.9339 5.6648 -0.5838
H 0.0094 -6.8609 2.3291 0.2579
C -4.7622 1.9451 1.0325 0.7202
O 5.3869 -3.3513 0.8411 -0.6020
H -4.5142 4.0342 -1.8461 0.0803
H 0.2739 1.8693 -5.5491 0.0238
F -0.3882 -0.6629 3.1620 -0.1862
H -4.4957 -4.9178 2.7929 0.0372
C -2.3116 -5.2831 0.7449 -0.9239
H -3.7759 6.2650 -2.7357 0.4026
O -3.3694 6.5811 -0.7356 -0.5200
C -4.3440 3.7201 -2.8778 -0.6744
F 5.1887 -2.9160 3.3839 -0.1296
H -0.5915 0.8809 -6.7204 0.4757
F 4.1212 -2.0266 5.0194 -0.2400
H -1.3041 5.0463 -0.1441 0.3787
H 2.4963 4.2471 -6.6181 0.2827
F 1.0130 -1.9768 -2.2255 -0.1103
H -1.7824 2.1215 -4.1932 -0.2285


61
Properties=species:S:1:pos:R:3:mulliken_charge:R:1 method="wB97M-V/def2-TZVPD" max_force_ev_per_a=3.36 relative_energy_kcal_mol=11.4 s2=0.80 e_lumo_ev="-2.9 / -2.9" total_charge=+1 homo_lumo_gap_ev="7.090 / 7.110" e_tot_ha=-2639.6908 multiplicity=2
H -3.9698 0.8062 4.2147 0.4253
H 2.3448 -4.7938 -0.9087 0.4456
V -0.1081 0.2984 -0.5527 0.2075
H -0.7363 -2.4299 2.1347 0.4398
H -0.4701 4.9547 -0.2958 0.1953
H -2.9464 0.8826 1.9502 0.4823
H 1.6966 1.3627 -3.9003 0.3126
C 1.0295 0.0434 2.0608 -0.1475
C 0.9799 3.4425 -0.5083 -0.4175
N -0.3715 3.9642 -0.4320 -0.1951
H -1.3957 -1.9186 -1.4338 0.8888
H -2.0143 1.5956 -3.4027 0.2393
H 1.4321 3.3319 0.4804 0.2834
C -2.1337 0.3701 5.2298 -0.4604
H -1.8739 -1.4668 0.2207 0.5566
S 4.1445 -0.9466 -0.1583 -0.1346
H -2.3208 -0.1440 -3.4987 0.3491
H 0.3423 2.4836 -3.6601 0.3039
H -0.1836 -0.0940 6.0217 0.4313
C 2.0843 -0.2499 1.1167 -0.3758
H 0.9297 -4.0008 3.0445 0.4392
H 2.5998 -0.6934 -2.0564 0.1793
C 0.7665 -3.3533 -0.7487 -0.2371
C 1.6930 -4.2468 -0.2377 -0.7461
H 1.8490 -0.3636 3.9688 0.2560
C -1.0266 -1.6268 -0.4545 -1.5993
C -0.2184 0.1585 3.8733 0.7158
N -0.0678 0.3254 -2.1497 -0.2737
C 0.6417 1.5400 -4.1202 -1.5222
C -0.0947 -2.6370 0.0937 0.6044
H 0.0621 -0.8869 -5.2913 0.4832
C -0.2193 0.3932 -3.5685 0.9678
H 1.2591 -1.1390 -4.0089 0.2530
H -2.6127 0.3463 6.1991 0.4066
C 0.2058 -0.9342 -4.2118 -1.3786
C -0.7780 0.1228 5.1440 -1.2036
C 0.9026 -3.8018 1.9790 -0.7548
H -3.5053 3.3376 -0.2701 0.2440
H -0.3926 -1.7540 -3.8136 0.2933
N 1.0640 -0.0800 3.4083 0.0418
H 3.9172 -0.6720 2.2595 0.4284
H 2.4995 -5.1672 1.5318 0.4288
C -1.7006 0.6670 -3.8818 -1.4658
C -0.0261 -2.9070 1.4658 -0.0961
C 1.7793 -4.4643 1.1328 -0.5520
O -1.4759 1.9630 -0.3031 -0.6047
C -1.4830 3.2016 -0.3293 0.5387
H -2.7226 4.8587 -0.4116 0.1728
C -0.9826 0.4445 2.7294 0.1445
N 1.6977 -0.2577 -0.2126 0.9077
H 0.5178 1.6184 -5.2004 0.4511
C 3.3778 -0.6008 1.3290 -0.2406
C 2.6918 -0.6046 -0.9856 -0.1601
N -0.1652 0.3686 1.6194 0.5870
H 0.9661 2.4771 -1.0150 0.0485
H 1.5893 4.1219 -1.0992 0.3931
H -1.8501 0.7506 -4.9587 0.4617
N -2.6570 3.8737 -0.2310 -0.4626
C -2.3507 0.6853 2.8312 -0.5737
C -2.9079 0.6412 4.0919 -0.8023
H 0.6972 -3.1965 -1.8202 0.3963


49
Properties=species:S:1:pos:R:3:mulliken_charge:R:1 method="wB97M-V/def2-TZVPD" max_force_ev_per_a=1.19 e_lumo_ev=2.3 total_charge=-1 homo_lumo_gap_ev=7.839 e_tot_ha=-2928.0905 multiplicity=1
N 3.4173 -0.7339 -0.9560 -0.4970
H 0.4541 2.3466 -5.1732 0.4410
H 3.6977 -2.0351 4.4427 0.2301
H 2.3337 -2.7987 5.9601 0.2964
H -3.1010 4.7825 -0.1205 0.4216
O -0.0094 0.2212 -1.8179 -0.5525
H 1.3014 -3.6323 2.1469 0.2785
S -0.6006 -0.6676 -2.8017 1.1658
H 0.6325 -2.0156 2.3707 0.4732
H -0.4131 3.7606 -0.9677 0.3978
C -1.3415 3.4707 -1.4592 -1.1923
B 2.2927 -1.5835 -1.2060 0.3664
C 0.4216 1.7849 -4.2321 -0.5644
C 0.0720 2.8050 -3.1909 0.7146
O 2.3397 -0.6795 -3.7540 -0.6706
O 3.3313 -1.9288 2.4428 -0.5386
C -1.7713 0.7823 0.9031 0.3821
H -2.3531 4.0250 1.2709 0.3546
H 1.4297 1.4176 -4.0395 0.1988
S -0.7217 0.4550 -4.5697 -0.2687
H -3.5857 0.6618 1.9633 0.2980
H 3.2562 0.2133 -1.2835 0.2672
O -1.4309 1.9978 0.4312 -0.3023
H -2.9479 2.1668 -1.0290 0.4809
C 3.0151 -2.1935 3.5900 0.0820
H -3.8492 0.9928 0.2524 0.3467
H -3.9343 3.4644 0.7665 0.3225
H -0.0443 -3.3878 3.2779 0.3771
H 0.6213 -2.4754 5.6406 0.3209
C -3.2496 0.4233 0.9528 -0.2673
N 1.8289 -2.7156 3.9444 0.2160
O 2.4155 -3.1203 -3.3625 -0.7638
N 0.2339 -1.9725 -3.0602 -0.5984
H -1.8577 4.3610 -1.8258 0.3276
C 0.8668 -2.9512 2.8787 -1.0632
C 1.4944 -3.0425 5.3112 -0.9274
H 3.6318 -0.6887 0.0374 0.2512
O -1.9869 -1.0398 -2.6273 -0.7464
S -3.5781 -1.3359 0.6979 -0.2372
O -1.1090 2.6447 -2.5929 -0.1891
O 0.8004 3.7461 -2.9736 -0.6330
S 1.8444 -1.8318 -3.0162 1.0342
H 1.2734 -4.1075 5.4105 0.3223
H -2.5960 -1.5468 -0.1876 0.1156
H 2.0950 -2.5280 0.4820 0.2110
O -0.9386 0.0917 1.3882 -0.5736
C -2.9770 3.8310 0.3941 -1.5678
O 1.5484 -2.2132 -0.2526 -0.3477
C -2.2522 2.7795 -0.4568 0.8074


18
Properties=species:S:1:pos:R:3:mulliken_charge:R:1 method="wB97M-V/def2-TZVPD" max_force_ev_per_a=4.81 relative_energy_kcal_mol=171.3 e_lumo_ev="-8.1 / -11.2" total_charge=+2 homo_lumo_gap_ev="9.117 / 3.810" e_tot_ha=-1096.7699 multiplicity=1
C -0.1685 1.0329 -1.6427 0.0447
H 1.9036 1.1243 1.8512 0.2844
S -1.9731 -1.6986 -3.0030 0.0472
H 0.1074 1.8653 0.9096 0.3593
H -1.6637 2.5918 -2.4451 0.2320
H -2.8018 -0.5273 -1.3224 0.2435
N 1.3568 0.3832 1.5893 0.1060
H 0.6845 -0.4769 -0.6619 0.2530
N 1.5343 -0.7316 2.2776 -0.3233
C 0.1275 0.7269 0.9024 -0.4979
N -2.0688 -0.5010 -2.0025 -0.3529
N 0.3697 0.4096 -0.5650 -0.1182
H 0.8634 -0.9138 3.0040 0.3331
H -0.7575 0.3805 1.3033 0.4521
H 2.5374 -0.8202 2.5345 0.3410
H -3.1241 -2.4648 -3.0420 0.2157
H 0.3539 0.8633 -2.5656 0.4718
S -1.1602 2.3486 -1.3193 -0.0914


34
Properties=species:S:1:pos:R:3:mulliken_charge:R:1 method="wB97M-V/def2-TZVPD" max_force_ev_per_a=1.31 relative_energy_kcal_mol=24.4 e_lumo_ev=-0.2 homo_lumo_gap_ev=10.248 e_tot_ha=-843.7288 multiplicity=1
H -22.7281 -1.3799 -2.2354 0.3243
H -23.5921 2.3993 -4.7841 0.2974
O -20.0407 3.0904 -1.9152 -0.6944
H -16.7548 3.0806 -1.8160 0.2586
H -18.8975 4.4876 -5.5031 0.3678
O -20.0299 -0.8148 -6.6199 -0.6044
O -19.4099 1.6193 -8.4453 -0.6235
O -18.0929 4.9211 -5.7875 -0.6357
H -17.2921 -0.6714 -3.6051 0.3228
H -19.1175 2.9021 -2.0837 0.3795
H -18.3721 5.5085 -6.4898 0.3053
H -18.9588 1.0590 -9.0768 0.3127
H -21.3444 3.4568 -4.5532 0.3462
O -20.4258 3.7177 -4.4869 -0.6590
H -20.3390 2.3612 -1.3715 0.3424
H -20.1438 3.3884 -3.6336 0.3700
O -23.1098 3.1188 -4.3768 -0.6734
H -19.9000 -1.6064 -4.6699 0.3341
H -19.6944 -1.2475 -7.4051 0.2770
H -18.7374 1.8476 -7.8036 0.3090
H -20.5635 -0.0933 -6.9530 0.2959
H -16.7352 1.3713 -5.5461 0.2501
O -17.2155 1.1508 -4.7481 -0.5927
O -17.3657 2.8865 -2.5269 -0.6452
H -23.1624 2.9417 -3.4376 0.3244
O -16.8584 -1.3147 -3.0444 -0.6405
O -19.9919 -1.8576 -3.7509 -0.5936
He -20.0060 1.1340 -4.7998 0.0208
H -22.7868 -0.3735 -3.3648 0.3307
H -17.4655 -2.0541 -3.0134 0.3242
H -16.8442 2.4003 -3.1655 0.3498
H -20.8819 -1.5935 -3.5177 0.3111
H -17.9880 1.7156 -4.7691 0.2891
O -22.2767 -0.6147 -2.5916 -0.6808


22
Properties=species:S:1:pos:R:3:mulliken_charge:R:1 method="wB97M-V/def2-TZVPD" max_force_ev_per_a=10.63 s2=8.76 e_lumo_ev="-15.4 / -19.6" total_charge=+4 homo_lumo_gap_ev="6.535 / 3.291" e_tot_ha=-2657.8340 multiplicity=6
H -2.1367 -1.4182 3.5591 0.3232
C -1.7834 -0.7651 2.7519 -0.6664
H -0.4922 -1.5678 4.7918 0.2807
Au 0.2860 -1.1603 -4.8566 0.6715
C 0.7406 1.9506 -1.7269 0.1827
Cl -0.9609 -1.9566 -3.1303 -0.3341
C 0.2791 0.4074 2.2989 0.1448
O -0.2765 0.9516 1.2794 -0.2794
H -2.4231 0.1290 2.6708 0.3466
C 0.2519 -0.9800 4.2530 -0.5050
C 1.0256 0.4284 -5.7878 0.4171
C 1.4561 -1.3639 -6.4442 0.3783
H 1.0851 -1.6314 3.9553 0.4055
H -1.8183 -1.2985 1.7885 0.3843
Cl -0.7851 4.4400 0.2211 -0.2130
O 1.6262 1.9953 -2.4727 -0.0289
N -0.3995 -0.3982 3.0811 0.1047
O 1.2993 1.5100 -6.1255 -0.0969
H 0.6537 -0.1975 4.9105 0.3983
O 2.0844 -1.8003 -7.3263 -0.0221
Er -1.0395 2.1068 -0.2144 1.5668
H 1.3273 0.6188 2.5231 0.5415